{"formula": "C35H84N5O6", "method": "the ωB97M-V functional and the def2-TZVPD basis", "charge": 3, "e_tot_ha": -2108.06525, "lumo_ev": -5.6727, "max_force_ev_per_a": 3.247, "elements": ["N", "O", "O", "O", "C", "C", "C", "C", "N", "C", "C", "C", "C", "C", "C", "C", "H", "H", "H", "H", "H", "H", "H", "H", "H", "H", "H", "H", "H", "H", "H", "H", "H", "H", "H", "H", "H", "H", "H", "H", "C", "C", "N", "C", "C", "C", "C", "C", "O", "C", "H", "H", "H", "H", "H", "H", "H", "H", "H", "H", "H", "H", "H", "H", "H", "H", "H", "H", "H", "H", "C", "C", "N", "C", "C", "C", "C", "C", "O", "C", "H", "H", "H", "H", "H", "H", "H", "H", "H", "H", "H", "H", "H", "H", "H", "H", "H", "H", "H", "H", "C", "C", "N", "C", "C", "C", "C", "C", "O", "C", "H", "H", "H", "H", "H", "H", "H", "H", "H", "H", "H", "H", "H", "H", "H", "H", "H", "H", "H", "H"], "coordinates": [[0.13, 0.36, 0.28], [1.06, -0.34, 0.69], [-1.07, 0.08, 0.53], [0.34, 1.29, -0.57], [0.86, -1.43, -4.79], [1.42, -0.54, -3.70], [2.67, -1.07, -2.95], [3.17, 0.00, -2.01], [4.18, -0.42, -0.98], [5.37, -1.12, -1.71], [5.25, -2.61, -1.54], [4.71, -2.75, -0.14], [3.73, -1.56, -0.05], [4.85, 0.74, -0.27], [3.83, 1.68, 0.42], [4.47, 2.87, 1.08], [-0.01, -0.96, -5.27], [0.37, -2.36, -4.48], [1.59, -1.57, -5.59], [0.69, -0.58, -2.88], [1.47, 0.50, -4.02], [3.46, -1.40, -3.64], [2.30, -1.99, -2.48], [2.39, 0.45, -1.40], [3.62, 0.80, -2.60], [6.33, -0.81, -1.26], [5.51, -0.63, -2.68], [6.21, -3.10, -1.66], [4.59, -3.01, -2.31], [5.45, -2.82, 0.66], [4.08, -3.63, -0.05], [3.75, -1.13, 0.95], [2.73, -1.89, -0.29], [5.32, 1.30, -1.07], [5.57, 0.32, 0.43], [3.23, 1.11, 1.13], [3.17, 2.08, -0.36], [4.96, 3.47, 0.30], [5.29, 2.60, 1.74], [3.74, 3.55, 1.51], [1.77, 4.44, -1.28], [0.71, 5.44, -1.74], [-0.63, 5.24, -1.01], [-0.29, 4.98, 0.46], [-1.38, 6.57, -0.99], [-1.81, 7.02, -2.38], [-1.48, 4.04, -1.46], [-2.78, 3.77, -0.67], [-3.64, 4.84, -0.86], [-4.79, 4.89, -0.06], [2.56, 4.35, -2.03], [1.35, 3.44, -1.15], [2.28, 4.71, -0.36], [0.51, 5.21, -2.79], [1.01, 6.48, -1.66], [0.33, 5.84, 0.72], [0.17, 4.01, 0.55], [-1.19, 4.94, 1.07], [-0.79, 7.30, -0.43], [-2.19, 6.43, -0.27], [-0.88, 7.08, -2.95], [-2.25, 8.02, -2.31], [-2.51, 6.31, -2.81], [-0.78, 3.21, -1.47], [-1.81, 4.35, -2.45], [-2.59, 3.51, 0.38], [-3.20, 2.91, -1.20], [-4.58, 4.69, 1.00], [-5.57, 4.25, -0.48], [-5.26, 5.87, -0.03], [-5.38, -1.92, -3.65], [-4.18, -2.50, -2.90], [-3.53, -1.57, -1.89], [-2.51, -0.74, -2.63], [-4.38, -0.48, -1.23], [-5.43, -1.04, -0.26], [-2.89, -2.29, -0.74], [-1.48, -2.80, -0.96], [-1.34, -3.42, -2.24], [-0.23, -4.23, -2.46], [-6.27, -1.68, -3.07], [-5.66, -2.62, -4.43], [-5.09, -0.96, -4.08], [-3.35, -2.82, -3.52], [-4.38, -3.47, -2.43], [-1.86, -1.39, -3.21], [-1.89, -0.19, -1.92], [-2.97, -0.06, -3.35], [-5.00, -0.04, -2.00], [-3.70, 0.19, -0.72], [-6.06, -1.72, -0.84], [-6.02, -0.26, 0.22], [-5.13, -1.58, 0.64], [-3.44, -3.20, -0.53], [-2.81, -1.73, 0.19], [-1.34, -3.70, -0.34], [-0.63, -2.14, -0.77], [0.35, -4.49, -1.57], [0.46, -3.87, -3.22], [-0.54, -5.23, -2.78], [-1.97, -0.81, 5.85], [-1.57, -1.51, 4.53], [-0.14, -2.06, 4.53], [0.80, -0.92, 4.67], [0.07, -3.09, 5.64], [-0.97, -4.22, 5.64], [-0.06, -2.76, 3.17], [1.23, -3.54, 2.88], [2.42, -2.82, 3.15], [3.40, -3.71, 3.70], [-2.03, -1.58, 6.62], [-2.96, -0.40, 5.73], [-1.28, -0.02, 6.13], [-1.67, -0.84, 3.67], [-2.21, -2.36, 4.35], [0.49, -0.21, 3.90], [1.85, -1.20, 4.64], [0.60, -0.34, 5.57], [-0.07, -2.61, 6.61], [1.09, -3.44, 5.61], [-1.05, -4.73, 4.68], [-1.94, -3.87, 5.98], [-0.62, -4.95, 6.38], [-0.13, -1.92, 2.48], [-0.86, -3.48, 3.18], [1.14, -3.91, 1.85], [1.20, -4.48, 3.44], [3.03, -4.08, 4.66], [4.30, -3.11, 3.82], [3.55, -4.71, 3.26]]}



{"formula": "C35H85N5O15", "method": "the ωB97M-V functional and the def2-TZVPD basis", "charge": 0, "e_tot_ha": -2786.72500, "smiles": "CNC(C)=O.CNC(C)=O.CNC(C)=O.CNC(C)=O.CNC(C)=O.COCCOC.COCCOC.COCCOC.COCCOC.COCCOC", "lumo_ev": 0.1942, "max_force_ev_per_a": 3.913, "elements": ["C", "N", "C", "C", "O", "H", "H", "H", "H", "H", "H", "H", "C", "N", "C", "C", "O", "H", "H", "H", "H", "H", "H", "H", "C", "N", "C", "C", "O", "H", "H", "H", "H", "H", "H", "H", "C", "N", "C", "C", "O", "H", "H", "H", "H", "H", "H", "H", "C", "N", "C", "C", "O", "H", "H", "H", "H", "H", "H", "H", "C", "O", "C", "C", "O", "C", "H", "H", "H", "H", "H", "H", "H", "H", "H", "H", "C", "O", "C", "C", "O", "C", "H", "H", "H", "H", "H", "H", "H", "H", "H", "H", "C", "O", "C", "C", "O", "C", "H", "H", "H", "H", "H", "H", "H", "H", "H", "H", "C", "O", "C", "C", "O", "C", "H", "H", "H", "H", "H", "H", "H", "H", "H", "H", "C", "O", "C", "C", "O", "C", "H", "H", "H", "H", "H", "H", "H", "H", "H", "H"], "coordinates": [[-1.42, 1.92, 4.24], [-1.96, 0.53, 4.05], [-2.83, -0.02, 4.87], [-3.20, -1.43, 4.61], [-3.30, 0.48, 5.87], [-2.23, 2.57, 3.93], [-0.51, 2.11, 3.63], [-1.22, 2.12, 5.35], [-1.71, 0.04, 3.24], [-3.34, -1.74, 3.59], [-4.12, -1.60, 5.13], [-2.52, -2.11, 5.07], [-1.28, -1.55, -6.78], [-0.99, -0.22, -6.36], [-1.56, 0.24, -5.21], [-1.18, 1.60, -4.75], [-2.27, -0.48, -4.51], [-0.95, -1.72, -7.83], [-2.35, -1.74, -6.70], [-0.78, -2.30, -6.21], [-0.55, 0.42, -6.98], [-1.79, 1.87, -3.92], [-1.19, 2.39, -5.50], [-0.12, 1.48, -4.44], [2.73, -1.63, -5.29], [3.37, -1.97, -3.99], [2.79, -1.69, -2.77], [3.62, -2.00, -1.58], [1.65, -1.28, -2.69], [3.49, -1.69, -6.11], [2.28, -0.59, -5.30], [1.84, -2.25, -5.59], [4.35, -2.22, -3.99], [3.14, -2.92, -1.21], [3.52, -1.21, -0.84], [4.63, -2.21, -1.76], [-0.97, -0.49, -1.48], [-0.06, -1.15, -0.57], [-0.10, -0.76, 0.76], [1.05, -1.21, 1.51], [-0.93, 0.00, 1.22], [-0.52, -0.68, -2.45], [-0.95, 0.59, -1.27], [-2.00, -0.83, -1.43], [0.88, -1.26, -0.95], [1.97, -0.87, 1.06], [1.06, -2.30, 1.73], [1.03, -0.67, 2.42], [-1.32, -3.76, -2.27], [-2.37, -3.23, -3.17], [-3.69, -3.68, -3.08], [-4.66, -2.82, -3.75], [-3.98, -4.75, -2.56], [-1.51, -4.75, -1.97], [-1.21, -3.06, -1.43], [-0.31, -3.75, -2.80], [-2.28, -2.33, -3.58], [-5.38, -2.34, -3.08], [-5.36, -3.48, -4.37], [-4.27, -1.99, -4.39], [-2.49, -3.90, 1.18], [-3.70, -4.32, 1.88], [-4.90, -3.93, 1.20], [-4.99, -2.47, 0.73], [-4.74, -1.56, 1.73], [-4.83, -0.19, 1.38], [-2.81, -3.57, 0.16], [-1.86, -4.76, 1.17], [-2.02, -3.03, 1.67], [-5.62, -4.10, 1.95], [-4.96, -4.55, 0.31], [-5.96, -2.37, 0.23], [-4.36, -2.27, -0.11], [-4.40, 0.34, 2.18], [-5.90, 0.14, 1.20], [-4.26, 0.02, 0.46], [2.29, 1.55, -1.28], [3.38, 0.90, -0.65], [3.80, 1.50, 0.60], [5.10, 0.85, 1.09], [4.83, -0.41, 1.69], [6.00, -1.03, 2.15], [2.17, 0.97, -2.24], [2.47, 2.60, -1.62], [1.34, 1.46, -0.73], [3.03, 1.46, 1.34], [3.97, 2.62, 0.42], [5.50, 1.59, 1.79], [5.77, 0.81, 0.22], [6.56, -1.56, 1.37], [5.83, -1.72, 2.97], [6.60, -0.19, 2.62], [3.16, 4.30, 2.99], [3.90, 3.25, 3.58], [3.63, 2.87, 4.89], [2.19, 2.40, 5.17], [1.06, 3.32, 5.16], [0.89, 4.00, 6.37], [3.39, 4.31, 1.98], [3.42, 5.28, 3.41], [2.09, 4.14, 3.11], [3.83, 3.76, 5.59], [4.31, 2.13, 5.18], [2.18, 1.90, 6.15], [1.90, 1.53, 4.56], [0.70, 3.29, 7.22], [0.04, 4.59, 6.29], [1.81, 4.64, 6.55], [1.28, -0.78, 5.47], [2.53, -0.86, 6.12], [3.52, -1.22, 5.18], [4.83, -1.28, 5.88], [5.14, 0.06, 6.17], [6.45, 0.22, 6.66], [0.82, -1.74, 5.34], [1.38, -0.44, 4.46], [0.65, -0.15, 6.02], [3.66, -0.45, 4.40], [3.24, -2.22, 4.81], [5.57, -1.74, 5.18], [4.85, -1.90, 6.76], [7.17, -0.10, 5.88], [6.55, -0.45, 7.51], [6.55, 1.31, 6.86], [-3.25, 5.38, -8.15], [-3.91, 4.91, -7.03], [-3.27, 4.20, -6.03], [-4.19, 3.11, -5.67], [-3.96, 2.04, -6.66], [-4.63, 0.86, -6.23], [-4.06, 5.89, -8.68], [-2.84, 4.62, -8.82], [-2.40, 6.07, -7.99], [-3.22, 4.84, -5.14], [-2.26, 3.88, -6.32], [-5.19, 3.42, -5.60], [-4.00, 2.75, -4.69], [-4.26, 0.49, -5.29], [-4.43, 0.09, -6.95], [-5.73, 0.95, -6.07]]}



Across the entries above, frontier orbital gap takes the values 10.106, 8.737 eV, respectively.